No. 1
{"formula": "C4H10O2", "method": "ωB97M-V/def2-TZVPD", "lumo_ev": 1.0, "smiles": "COC[C@@H](C)O", "homo_ev": -9.9563, "e_tot_ha": -308.85258, "total_charge": 0, "multiplicity": 1, "symbols": ["H", "C", "H", "H", "H", "H", "H", "C", "H", "H", "O", "H", "C", "O", "H", "C"], "coordinates": [[1.861327, -1.591777, -1.040173], [0.304048, 0.342131, -0.376268], [-2.744346, -0.362210, 0.385939], [-2.870187, 1.358712, -0.005840], [0.013707, -0.393885, -1.142197], [-0.748804, 1.638286, 0.984217], [-2.155534, 0.226862, -1.172119], [-2.238920, 0.473118, -0.107625], [2.959530, -0.185891, -0.950215], [2.967306, -1.412118, 0.348558], [1.371402, -0.172964, 0.392770], [0.058730, -0.621847, 1.708384], [2.334855, -0.869373, -0.358085], [-0.855003, -0.311312, 1.644912], [0.615842, 1.263259, -0.894798], [-0.873956, 0.619016, 0.582533]], "forces_ev_per_angstrom": [[0.0614, 0.1066, 0.1233], [-0.1772, 0.0002, -0.1091], [0.0115, 0.1473, -0.1340], [0.1186, -0.0587, -0.0231], [0.0023, 0.0060, 0.1588], [-0.0517, -0.2173, -0.0142], [0.0402, 0.1180, 0.1270], [-0.0379, 0.0472, -0.0349], [-0.0934, -0.0702, 0.0672], [-0.0491, 0.1053, -0.1189], [0.0230, 0.0654, 0.0417], [0.0148, 0.0359, 0.1514], [0.2137, -0.1382, -0.1424], [0.1095, -0.1608, 0.1084], [-0.1376, -0.1410, 0.0690], [-0.0480, 0.1543, -0.2704]], "lowdin_charge": [0.09, -0.18, 0.08, 0.07, 0.12, 0.14, 0.07, -0.04, 0.09, 0.09, -0.21, 0.08, -0.10, -0.04, 0.14, -0.40]}

***

No. 2
{"formula": "C4H10O2", "method": "ωB97M-V/def2-TZVPD", "lumo_ev": 1.0, "smiles": "CO[C@@H](C)CO", "homo_ev": -10.0601, "e_tot_ha": -308.86000, "total_charge": 0, "multiplicity": 1, "symbols": ["H", "O", "C", "C", "O", "H", "H", "H", "H", "H", "H", "H", "H", "C", "H", "C"], "coordinates": [[-0.804178, -0.393686, 2.025348], [-0.145419, -0.871034, -0.505038], [-1.010268, -0.779851, -1.611208], [1.524472, 0.322847, 0.633958], [2.349337, -0.050547, -0.439559], [-0.695264, 1.378991, 1.954173], [-0.078499, 1.189629, -0.506008], [-1.941507, 0.529142, 1.024206], [-2.056264, -0.631822, -1.307759], [-0.933020, -1.724073, -2.156261], [1.839959, 1.318179, 0.964366], [1.876774, -0.792552, -0.849681], [1.632206, -0.367286, 1.487787], [-0.903523, 0.476626, 1.367918], [-0.714255, 0.042367, -2.279259], [0.059449, 0.353071, 0.197019]], "forces_ev_per_angstrom": [[0.0066, 0.1217, -0.1016], [0.0526, -0.0222, 0.0625], [-0.1787, -0.0173, -0.2024], [-0.1957, 0.1638, 0.3067], [0.0125, -0.1885, -0.1428], [-0.0174, -0.1068, -0.1098], [0.0347, -0.1210, 0.0717], [0.1449, -0.0010, 0.0332], [0.1360, 0.0017, -0.0196], [-0.0592, 0.1339, 0.0693], [-0.0912, -0.1268, -0.0060], [0.2006, 0.1228, -0.0174], [-0.0048, 0.0517, -0.1484], [-0.0229, 0.0073, 0.0402], [-0.0479, -0.1266, 0.0901], [0.0298, 0.1071, 0.0743]], "lowdin_charge": [0.09, -0.19, -0.10, -0.23, -0.06, 0.09, 0.15, 0.08, 0.09, 0.09, 0.13, 0.08, 0.13, -0.04, 0.09, -0.40]}

***

No. 3
{"formula": "C4H10O2", "method": "ωB97M-V/def2-TZVPD", "lumo_ev": 0.8, "homo_ev": -9.3710, "e_tot_ha": -308.80184, "total_charge": 0, "multiplicity": 1, "symbols": ["H", "C", "C", "C", "H", "H", "H", "H", "H", "H", "O", "O", "H", "H", "H", "C"], "coordinates": [[0.447848, -1.647837, 1.334634], [-0.470854, -1.330334, 0.848761], [0.965630, 1.435482, -1.571789], [-0.241938, 0.081875, 0.363820], [1.795043, 1.396840, -2.294736], [1.785093, -0.110045, -0.298135], [1.156513, 2.263012, -0.886990], [-2.046763, 0.169181, 0.653070], [0.050096, 1.651199, -2.130011], [0.077684, 0.586858, 1.848182], [-1.584589, -1.283745, 1.737739], [-1.454790, 0.606366, -0.004593], [0.664998, -0.693375, -1.506839], [-0.710302, -2.031877, 0.032798], [-1.266452, -1.225461, 2.652388], [0.832784, 0.131861, -0.778300]], "forces_ev_per_angstrom": [[-0.0145, -0.3619, 0.1287], [0.3606, -0.1341, 0.0985], [-0.1408, 0.0510, 0.2322], [0.7365, 0.1981, 1.6888], [-0.2413, -0.1537, 0.3013], [0.0276, 0.0654, -0.0230], [-0.0289, 0.0807, -0.0921], [-0.0616, 0.6125, -0.5228], [0.0933, -0.0072, 0.1461], [-0.1310, -0.4887, -3.7688], [0.0615, -0.6409, 0.3944], [-0.0704, -0.0379, 0.3718], [-0.3507, 0.3131, 0.6385], [-0.1086, 0.3169, 0.1826], [-0.1013, 0.1089, -0.4441], [-0.0302, 0.0777, 0.6679]], "lowdin_charge": [0.12, -0.28, -0.11, -0.41, 0.07, 0.11, 0.07, 0.10, 0.07, 0.21, -0.09, -0.02, 0.12, 0.13, 0.10, -0.20]}

***

No. 4
{"formula": "C4H10O2", "method": "ωB97M-V/def2-TZVPD", "lumo_ev": -3.7, "homo_ev": -7.5522, "e_tot_ha": -308.59307, "total_charge": 0, "multiplicity": 1, "symbols": ["H", "H", "H", "O", "H", "O", "H", "H", "H", "C", "C", "C", "C", "H", "H", "H"], "coordinates": [[-0.895350, 0.674688, 2.106860], [1.521911, -1.170368, 1.169758], [2.990369, -0.809880, -0.548333], [-2.783816, -0.410646, -0.854181], [1.695888, 1.390228, -0.122362], [1.928887, 1.050274, -1.033356], [-2.048606, 1.056652, 0.667938], [-3.632715, -0.728298, -1.343559], [-0.759185, -1.299806, 0.443633], [-1.046846, 0.863714, 0.995790], [-0.419335, -0.307066, 0.257407], [1.903779, -0.452476, -0.666215], [1.118884, -0.444788, 0.479471], [1.507616, -0.867702, -1.524836], [-0.592804, -0.306772, -0.828122], [-0.488676, 1.762242, 0.800103]], "forces_ev_per_angstrom": [[-0.7674, 0.3249, -1.1844], [-0.1048, 0.5420, 1.4146], [-1.5610, 0.5598, -0.0567], [-1.9268, -0.5672, -1.1785], [0.4803, 0.6021, -1.6272], [-0.2533, -1.4098, 2.1546], [-0.5416, -0.3877, 0.2434], [2.3536, 0.4995, 1.2851], [-0.7785, -1.2036, 1.3227], [0.5751, -0.7030, 1.7010], [2.4571, 1.7196, -0.9743], [4.6367, 3.3410, -1.1938], [-3.9355, -3.3470, -0.1380], [-1.1724, -1.3141, -1.6370], [0.1313, 0.9386, 0.1734], [0.4072, 0.4049, -0.3049]], "lowdin_charge": [0.10, 0.13, 0.15, -0.37, 0.08, -0.05, 0.05, -0.03, 0.12, -0.09, -0.25, -0.19, 0.07, 0.12, 0.10, 0.06]}